1.
DFT (ωB97M-V with the def2-TZVPD basis set) results for a 2-piece molecular cluster, C2H6OS overall in a non-equilibrium geometry.

Properties
2S+1 = 2
relative energy (zero: lowest compared OMol25 entry of this formula, charge and spin) = 26.1 kcal per mole
LUMO energy (alpha / beta) = 2.3934 / 2.3882 eV
net charge = -1
molecular weight = 78.1 g mol⁻¹
frontier orbital gap (alpha / beta) = 1.2252 / 4.6492 eV

Last column: Löwdin charge in e.
Cartesian coordinates (Å):
1 C -3.55167 -0.67810 3.33920  -0.4662
2 S -1.92238 0.00717 2.76585  0.5845
3 H -3.46000 -1.30685 4.22729  0.0174
4 H -4.19520 0.19172 3.38897  0.0086
5 H -3.90708 -1.33672 2.50818  0.0324
6 H -1.37400 -0.88206 1.94128  -0.1830
7 O 4.42126 -0.15916 -4.19065  -0.3514
8 C 4.61730 1.01347 -4.54110  -0.5227
9 H 3.78543 1.63798 -4.90390  -0.0564
10 H 5.58633 1.51256 -4.53511  -0.0632

2.
DFT (ωB97M-V with the def2-TZVPD basis set) results for C2H6OS in the gas phase in a non-equilibrium geometry.

Properties
relative energy (zero: lowest compared OMol25 entry of this formula, charge and spin) = 22.6 kcal per mole
LUMO energy = 0.6713 eV
net charge = 0
molecular weight = 78.1 g mol⁻¹
frontier orbital gap = 10.0922 eV

Last column: Löwdin charge in e.
Cartesian coordinates (Å):
1 O -0.80093 -0.71702 -1.66961  -0.1051
2 C -0.71545 -0.15889 -0.41592  -0.4519
3 C 0.59349 -0.23151 0.36779  -0.6345
4 S 0.69692 0.66119 1.90963  0.6954
5 H 0.32956 -0.51986 -1.90246  0.2169
6 H -1.44956 -0.63790 0.28645  0.1230
7 H -1.01668 0.94171 -0.47666  0.1195
8 H 1.40647 0.07919 -0.33185  0.0727
9 H 0.78847 -1.27833 0.74130  0.0841
10 H 0.16772 1.86142 1.49133  -0.1202

3.
DFT (ωB97M-V with the def2-TZVPD basis set) results for a 2-piece molecular cluster, C2H6OS overall in a non-equilibrium geometry.

Properties
relative energy (zero: lowest compared OMol25 entry of this formula, charge and spin) = 29.2 kcal per mole
LUMO energy = 0.8206 eV
net charge = 0
molecular weight = 78.1 g mol⁻¹
frontier orbital gap = 9.3603 eV

Last column: Löwdin charge in e.
Cartesian coordinates (Å):
1 C -0.24676 -0.78004 -0.37227  -0.1689
2 C 0.55414 -0.58268 0.60031  -0.6273
3 S 2.14604 0.07015 0.28446  0.7149
4 H -1.20031 -1.16119 -0.14308  0.0505
5 H -0.05191 -0.36340 -1.39277  0.0905
6 H 0.48729 -0.78412 1.67431  0.0752
7 H 2.41109 -0.19093 -1.01151  -0.1329
8 O -1.35789 1.29480 0.49652  -0.1189
9 H -0.62114 1.56782 -0.09186  0.0412
10 H -2.12057 0.92958 -0.04410  0.0757

4.
DFT (ωB97M-V with the def2-TZVPD basis set) results for C2H6OS2 in the gas phase in a non-equilibrium geometry.

Properties
relative energy (zero: lowest compared OMol25 entry of this formula, charge and spin) = 85.5 kcal per mole
LUMO energy = 0.1107 eV
net charge = 0
molecular weight = 110.2 g mol⁻¹
frontier orbital gap = 8.5693 eV

Last column: Löwdin charge in e.
Cartesian coordinates (Å):
1 C 1.07149 0.09854 -0.00075  -0.1595
2 C -0.26225 0.64477 0.58570  -0.4186
3 S -1.73441 0.47710 -0.26262  0.3995
4 O -2.72264 1.43082 0.14518  -0.4579
5 S -2.30602 -1.40167 0.18165  0.5464
6 H 0.99579 -0.87364 -0.34917  0.0310
7 H 1.57346 0.67125 -0.76138  0.0559
8 H 1.71438 0.29687 0.86039  0.0717
9 H -0.12024 1.65822 0.77468  0.0244
10 H -1.96962 0.18994 -1.70658  0.0506
11 H -1.41471 -1.31463 1.17901  -0.1437

5.
DFT (ωB97M-V with the def2-TZVPD basis set) results for a 2-piece molecular cluster, C2H6OS2 overall in a non-equilibrium geometry.

Properties
relative energy (zero: lowest compared OMol25 entry of this formula, charge and spin) = 47.9 kcal per mole
LUMO energy = 0.1099 eV
net charge = 0
molecular weight = 110.2 g mol⁻¹
frontier orbital gap = 8.9090 eV

Last column: Löwdin charge in e.
Cartesian coordinates (Å):
1 C -2.49350 3.29078 2.16303  0.0132
2 C -2.66163 1.97652 1.96043  -0.1981
3 O -3.84007 1.43745 2.63359  -0.1003
4 H -1.43361 3.52912 2.31218  0.0582
5 H -3.23567 4.06476 2.06687  0.0606
6 H -1.84682 1.26356 1.98987  0.0944
7 H -3.60670 1.56391 3.55750  0.0722
8 S 2.27485 -0.54096 -1.39623  0.2101
9 S 1.95373 -2.58268 -1.89316  0.1962
10 H 2.53618 -0.89507 -0.12761  -0.2199
11 H 1.02107 -2.26412 -2.86301  -0.1866

6.
DFT (ωB97M-V with the def2-TZVPD basis set) results for a 2-piece molecular cluster, C2H6OS3 overall in a non-equilibrium geometry.

Properties
relative energy (zero: lowest compared OMol25 entry of this formula, charge and spin) = 33.5 kcal per mole
LUMO energy = -0.4170 eV
net charge = 0
molecular weight = 142.3 g mol⁻¹
frontier orbital gap = 8.5203 eV

Last column: Löwdin charge in e.
Cartesian coordinates (Å):
1 C 3.13707 0.96956 -0.39689  -0.5974
2 C -2.32113 -0.99544 -0.56065  -0.2714
3 O -1.56506 1.41435 0.18792  -0.5821
4 S -0.39202 -0.84133 1.62539  0.3863
5 S 4.17808 0.16575 0.51010  0.6188
6 S -0.88986 0.21297 -0.16729  0.5073
7 H 0.04230 0.23928 2.39238  -0.1382
8 H 2.64229 1.87487 -0.10272  -0.0031
9 H 2.75882 0.60413 -1.31343  -0.0190
10 H -2.46310 -1.08219 -1.64992  0.0452
11 H -1.93412 -1.99269 -0.36441  0.0236
12 H -3.19328 -0.56927 -0.16047  0.0299